AsF6H28O14 as an isolated structure in a non-equilibrium geometry, computed with ωB97M-V/def2-TZVPD.

Properties
**ΔE to the lowest compared entry with this formula, charge and spin**: 6.2 kJ/mol
**HOMO energy (alpha / beta)**: 1.41 / -4.74 eV
**Orbital gap (alpha / beta)**: 3.4 / 9.5 eV
**LUMO level (alpha / beta)**: 4.85 / 4.72 eV
**2S+1**: 2
**DFT total energy**: -106268.265 eV
**Total charge**: -2

Atoms and positions in Å:
As1 0.284 0.365 0.358
F1 0.426 2.107 0.125
F2 1.328 0.464 1.773
F3 0.049 -1.365 0.768
F4 -0.923 0.182 -1.041
F5 1.699 0.215 -0.714
F6 -1.125 0.739 1.499
O1 -1.583 -4.023 0.144
H1 -0.881 -3.408 0.355
H2 -2.304 -3.471 -0.158
O2 1.840 1.369 -3.295
H3 1.679 1.191 -2.369
H4 1.651 2.302 -3.397
O3 1.085 -1.251 -3.224
H5 0.762 -1.555 -4.072
H6 1.268 -0.321 -3.356
O4 -0.942 4.320 0.843
H7 -0.901 5.045 0.219
H8 -0.401 3.635 0.451
O5 -3.551 0.133 -2.315
H9 -4.109 -0.098 -1.572
H10 -3.020 -0.648 -2.468
O6 -2.074 2.574 3.271
H11 -1.451 3.147 3.718
H12 -1.541 2.076 2.652
O7 -0.501 -0.671 3.881
H13 -0.189 -1.571 3.785
H14 -0.310 -0.259 3.039
O8 2.313 -3.207 -1.614
H15 2.526 -2.811 -2.459
H16 1.538 -2.732 -1.314
O9 3.989 -0.754 0.426
H17 3.224 -1.032 -0.079
H18 3.787 -1.006 1.327
O10 -1.644 -1.672 -3.083
H19 -0.868 -1.288 -2.675
H20 -1.299 -2.208 -3.797
O11 2.830 2.694 2.380
H21 2.053 2.138 2.429
H22 2.940 3.033 3.268
O12 4.500 0.898 -1.646
H23 4.212 1.726 -1.262
H24 4.377 0.254 -0.948
O13 -4.102 0.240 0.453
H25 -3.515 0.467 1.173
H26 -4.602 -0.509 0.778
O14 -2.764 -2.159 2.754
H27 -3.442 -1.974 2.104
H28 -2.322 -1.320 2.885